{
  "formula": "C12H39N2O7",
  "method": "the ωB97M-V functional and the def2-TZVPD basis",
  "elements": ["O", "H", "H", "H", "C", "C", "O", "H", "H", "H", "H", "H", "C", "C", "O", "H", "H", "H", "H", "H", "C", "C", "C", "O", "C", "N", "H", "H", "H", "H", "H", "H", "H", "H", "H", "H", "H", "C", "C", "C", "O", "C", "N", "H", "H", "H", "H", "H", "H", "H", "H", "H", "H", "H", "O", "H", "H", "O", "H", "H"],
  "positions_angstrom": [[-1.7472, -0.3411, -0.0764], [-1.1030, -1.1256, -0.1776], [-1.4815, 0.2747, 0.7124], [-1.6313, 0.2535, -0.8816], [-1.6697, 3.8664, 1.6626], [-1.9464, 2.3494, 1.6434], [-0.8988, 1.5040, 1.4728], [-1.0235, 4.1896, 0.8395], [-1.3002, 4.1588, 2.6485], [-2.6010, 4.4254, 1.5007], [-2.6842, 2.2344, 0.8059], [-2.5302, 2.1804, 2.5755], [1.6579, -3.2941, -1.6735], [0.8981, -2.1779, -0.9452], [-0.2651, -2.5404, -0.2793], [1.3253, -3.2505, -2.7145], [1.3752, -4.2763, -1.2914], [2.7406, -3.1761, -1.6230], [0.6567, -1.3518, -1.6477], [1.5761, -1.6447, -0.2450], [1.4745, -3.8455, 3.0393], [1.6775, -2.4041, 3.5012], [3.1257, -1.9899, 3.5320], [3.3597, -0.7528, 4.1443], [4.7174, -0.5223, 4.4157], [0.8542, -1.4989, 2.6688], [0.5270, -4.2906, 3.3365], [2.2498, -4.5111, 3.4569], [1.6037, -3.9685, 1.9607], [1.2531, -2.3963, 4.5096], [3.6687, -2.1533, 2.5905], [3.5693, -2.7474, 4.2140], [4.7291, 0.4438, 4.9130], [5.2739, -0.4372, 3.4703], [5.1827, -1.3465, 4.9695], [-0.1016, -1.8028, 2.8555], [0.8989, -1.8062, 1.6937], [0.4161, 2.4348, -1.4330], [-1.0456, 2.5379, -1.8664], [-1.3272, 3.6422, -2.8955], [-1.0049, 3.2302, -4.2065], [-1.5303, 4.0937, -5.1724], [-1.5513, 1.2158, -2.2502], [1.0889, 2.2154, -2.2654], [0.4681, 1.6333, -0.6905], [0.7254, 3.3088, -0.8610], [-1.5347, 2.9380, -0.9712], [-0.8964, 4.6072, -2.6116], [-2.4284, 3.7111, -2.8296], [-2.6183, 4.1993, -5.0668], [-1.4416, 3.6569, -6.1710], [-1.0074, 5.0547, -5.1906], [-2.4674, 1.3048, -2.6824], [-0.9244, 0.9609, -3.0113], [-3.1862, -1.4380, -2.7382], [-3.0021, -2.1874, -2.1366], [-3.0369, -1.8023, -3.6141], [-2.5558, -3.7183, -1.2981], [-2.8334, -4.4415, -0.7323], [-1.7179, -3.3860, -0.8830]],
  "atomic_forces_ev_per_a": [[-0.300, -0.179, -0.325], [0.319, -1.054, 0.264], [0.964, 1.201, 0.906], [-0.170, -0.168, -0.351], [-0.140, 0.099, 0.009], [-0.629, 0.109, -0.585], [-0.272, -0.406, -0.254], [0.371, -0.129, 0.296], [0.444, 0.170, -0.242], [-0.144, -0.162, 0.162], [-0.258, -0.087, 0.147], [-0.062, -0.211, -0.010], [-0.690, 0.189, -0.355], [-0.348, 0.999, 0.756], [-0.413, 0.172, -0.133], [0.293, -0.313, -0.103], [0.044, 0.070, 0.203], [0.027, 0.037, -0.059], [0.239, -0.245, -0.414], [0.250, -0.339, 0.044], [1.505, -0.988, -0.084], [-1.440, 0.227, -1.025], [0.722, -1.594, 1.364], [-0.404, 0.161, -0.224], [-0.353, 0.102, -0.929], [-0.345, -0.599, 0.289], [-0.206, 0.369, -0.073], [-0.116, 0.089, 0.186], [-0.294, 0.283, -0.058], [0.366, 0.539, 0.150], [-0.314, 0.526, -0.298], [0.200, -0.027, -0.190], [0.392, -0.139, 0.304], [0.083, 0.079, 0.051], [-0.103, 0.154, 0.372], [-0.122, 0.568, 0.158], [0.383, 0.166, -0.024], [-0.226, -0.679, 0.211], [0.922, 1.297, 0.645], [-1.218, -1.090, 0.272], [0.422, 0.019, -0.065], [-0.307, -0.228, -0.671], [0.417, 0.945, -0.330], [0.063, 0.150, -0.002], [0.100, -0.045, -0.104], [0.054, 0.228, -0.357], [-0.370, -0.569, -0.008], [0.208, -0.049, -0.081], [0.039, 0.531, -0.273], [0.074, 0.406, 0.388], [0.462, -0.221, 0.163], [-0.233, 0.161, 0.159], [-0.074, -0.214, 0.143], [-0.227, -0.563, 0.039], [-0.031, 0.050, -0.074], [-0.135, 0.095, -0.064], [0.024, -0.063, 0.016], [0.142, -0.160, 0.121], [-0.137, 0.041, -0.001], [0.551, 0.290, -0.057]],
  "lowdin_charge": [0.0973, 0.0664, 0.0602, 0.0513, -0.1287, -0.5302, -0.3025, 0.0425, 0.0548, 0.0535, 0.0778, 0.0861, -0.1054, -0.4658, -0.3512, 0.0545, 0.0601, 0.0524, 0.0870, 0.0814, -0.0772, -0.4288, -0.2405, -0.1711, -0.1281, 0.0654, 0.0730, 0.0663, 0.0729, 0.1345, 0.1338, 0.1146, 0.0861, 0.0846, 0.0804, 0.0732, 0.0299, -0.0517, -0.4111, -0.2057, -0.1842, -0.1350, 0.0683, 0.0768, 0.0681, 0.0758, 0.1074, 0.1301, 0.1210, 0.0859, 0.0824, 0.0864, 0.0977, 0.1005, -0.0816, -0.0111, 0.0225, -0.0973, 0.0350, 0.0095],
  "homo_lumo_gap_ev": 6.78,
  "charge": -1,
  "max_force_ev_per_a": 2.22
}

{
  "formula": "C12H27O3P",
  "method": "the ωB97M-V functional and the def2-TZVPD basis",
  "elements": ["C", "C", "C", "C", "O", "C", "H", "H", "H", "H", "H", "H", "H", "H", "H", "H", "H", "P", "O", "C", "C", "H", "H", "H", "H", "H", "C", "O", "C", "C", "C", "C", "H", "H", "H", "H", "H", "H", "H", "H", "H", "H", "H"],
  "positions_angstrom": [[1.0624, -1.9200, 3.2466], [2.1324, -1.6026, 2.4064], [2.0456, -2.2826, 1.0041], [0.8441, -1.5372, 0.0977], [0.6398, -2.1085, -1.2296], [-0.2437, -1.6472, -2.0644], [-0.2023, -2.1960, -2.9555], [-1.2425, -1.9675, -1.5229], [-0.1306, -1.7648, 0.4596], [1.0237, -0.4312, 0.0052], [1.9758, -3.3703, 0.8568], [2.9457, -2.1758, 0.1794], [2.0007, -0.4577, 2.1970], [3.1775, -1.9788, 2.7080], [-0.0413, -1.6756, 2.7915], [1.0044, -2.9360, 3.2176], [1.0911, -1.4183, 4.2264], [-0.2243, 0.0464, -2.8018], [-1.2159, -0.1322, -3.7611], [1.6043, 0.3403, -3.3346], [1.4832, 1.5776, -4.0765], [2.7057, 1.8570, -4.5713], [1.4703, 2.4055, -3.3206], [0.9479, 1.7648, -4.8417], [1.7063, -0.8080, -4.0519], [2.1733, 0.2052, -2.3886], [-0.7781, 1.3219, -1.4386], [-1.4875, 0.3882, -0.6255], [-2.4638, 1.4729, -0.0628], [-1.8899, 2.3182, 1.1352], [-1.1463, 1.3307, 2.1799], [-2.2539, 0.6165, 3.0423], [-2.6573, -0.0878, 2.5655], [-2.9741, 1.4428, 3.5207], [-1.6444, 0.2430, 3.8565], [-0.3359, 0.6205, 1.7455], [-0.7127, 2.0016, 2.7905], [-1.0040, 3.1146, 0.6604], [-2.6667, 2.8205, 1.5163], [-2.8667, 1.9837, -0.8470], [-3.1981, 0.8270, 0.5347], [-0.8740, 2.1922, -2.0797], [0.2197, 1.6068, -0.9695]],
  "atomic_forces_ev_per_a": [[-5.446, 1.325, 1.281], [3.887, 2.136, -4.676], [-0.322, 1.719, -5.169], [0.571, -1.116, -0.578], [6.596, -1.774, 2.985], [-4.264, 1.206, 1.487], [0.099, -1.055, -1.441], [0.605, 1.459, -1.743], [-0.822, 0.534, 1.498], [-0.045, -0.918, 0.322], [-0.728, 0.147, 1.061], [-1.420, 0.503, 2.620], [1.444, -1.731, 0.292], [-1.497, 1.296, 0.456], [2.658, -0.001, 0.824], [-0.336, -3.189, 1.298], [0.033, -0.661, -0.193], [4.918, -0.038, 6.245], [-5.049, 0.245, -6.088], [-3.272, -5.936, -0.620], [10.116, 2.620, 4.202], [-3.355, -0.697, 1.203], [-0.483, -0.371, -0.737], [-4.472, 0.464, -5.064], [0.070, 3.706, 2.060], [0.090, 0.600, -1.029], [6.543, -3.560, -1.815], [-2.686, 5.694, 0.284], [0.649, -4.359, 5.287], [6.995, -2.243, -4.487], [-2.858, -1.000, -2.761], [4.041, 7.573, 4.183], [-3.787, -5.552, -3.593], [1.329, -2.010, -1.296], [-0.424, -0.526, 0.516], [-1.714, 1.242, 0.430], [2.025, 2.026, 2.320], [-2.641, -1.964, 1.495], [-2.668, 2.037, 1.787], [-1.211, 1.278, -2.004], [0.342, 0.813, -1.476], [-2.520, 0.431, 0.453], [-0.990, -0.352, 0.179]],
  "lowdin_charge": [-0.1731, -0.3311, -0.1421, -0.1520, -0.2060, -0.3676, 0.0797, 0.1509, 0.0881, 0.1091, 0.0956, 0.1471, 0.1327, 0.1379, 0.1274, 0.0427, 0.0928, 0.6580, -0.3012, -0.3231, -0.2112, 0.1625, 0.0815, -0.0201, 0.1918, 0.0811, -0.3148, -0.2012, -0.1343, -0.1529, -0.2028, -0.0777, -0.0290, 0.1346, 0.0593, 0.1133, 0.0396, 0.1658, 0.0434, 0.0769, 0.1354, 0.0964, 0.0964],
  "homo_lumo_gap_ev": 9.29,
  "relative_energy_kcal_mol": 227.7,
  "max_force_ev_per_a": 11.26
}

{
  "formula": "C6H27B3NNa",
  "method": "the ωB97M-V functional and the def2-TZVPD basis",
  "elements": ["Na", "B", "H", "H", "H", "H", "B", "H", "H", "H", "H", "B", "H", "H", "H", "H", "C", "C", "N", "C", "C", "C", "C", "H", "H", "H", "H", "H", "H", "H", "H", "H", "H", "H", "H", "H", "H", "H"],
  "positions_angstrom": [[0.1713, -0.5944, -1.1277], [0.4949, 0.1358, -4.0042], [-0.0418, -0.5278, -3.1605], [0.0537, 1.2710, -4.0290], [1.7049, 0.0488, -3.8508], [0.1980, -0.3608, -5.0758], [0.3503, -3.3099, -1.5587], [-0.2886, -4.0110, -2.3097], [-0.4293, -2.7961, -0.8052], [1.0289, -4.0551, -0.8586], [0.9774, -2.4316, -2.0581], [-2.5698, -0.0967, -1.3076], [-1.9386, -1.0150, -0.8694], [-3.2497, -0.5328, -2.2055], [-3.2497, 0.3185, -0.3749], [-1.7850, 0.7168, -1.6964], [-1.0252, 1.5896, 2.7989], [-0.7315, 0.5044, 1.7373], [0.6186, 0.4952, 1.1794], [1.5864, -0.1819, 2.0465], [1.2232, -1.6319, 2.3377], [1.1184, 1.8285, 0.8456], [0.3340, 2.4912, -0.2737], [-2.0136, 1.3891, 3.2244], [-1.1640, 2.5699, 2.3361], [-0.2928, 1.6189, 3.6063], [-0.9666, -0.4472, 2.2105], [-1.4688, 0.6188, 0.9394], [2.5612, -0.1074, 1.5631], [1.6859, 0.3889, 2.9912], [2.1409, -2.2166, 2.4349], [0.6771, -1.7515, 3.2753], [0.6367, -2.0855, 1.5364], [2.1602, 1.7117, 0.5329], [1.1488, 2.4675, 1.7435], [0.6024, 2.1327, -1.2721], [0.4771, 3.5740, -0.3003], [-0.7352, 2.2819, -0.2011]],
  "atomic_forces_ev_per_a": [[-0.373, -0.306, -0.446], [-0.008, -0.065, -0.257], [-0.260, -0.029, -0.009], [0.132, 0.432, 0.229], [0.400, 0.261, 0.052], [0.043, -0.205, -0.297], [-0.095, -0.665, 0.788], [-0.048, 0.026, -0.444], [-0.510, 0.210, 0.549], [0.465, -0.118, 0.125], [0.653, 0.157, -0.547], [-0.250, -0.201, 0.374], [0.143, -0.531, 0.367], [-0.235, 0.081, -0.238], [-0.271, 0.314, 0.195], [0.214, 0.692, -0.188], [-0.491, -0.086, -0.376], [-0.707, 0.580, 0.451], [0.448, -0.206, -0.078], [-0.397, 0.373, 0.170], [0.296, -0.244, 0.106], [0.090, 0.018, -0.161], [-0.346, 0.030, -0.388], [0.142, -0.238, 0.131], [0.461, 0.088, 0.073], [0.034, 0.148, 0.012], [0.293, -0.223, -0.294], [0.085, -0.120, -0.084], [-0.022, -0.145, -0.128], [0.084, -0.126, 0.045], [-0.050, -0.049, -0.004], [-0.097, 0.094, -0.045], [0.069, 0.058, -0.099], [-0.008, -0.028, 0.009], [-0.072, 0.038, 0.005], [0.140, -0.160, 0.111], [0.043, -0.002, 0.180], [0.004, 0.145, 0.110]],
  "lowdin_charge": [0.1702, -0.4694, -0.0837, -0.0754, -0.0771, -0.0782, -0.4428, -0.0622, -0.0798, -0.0797, -0.0665, -0.4422, -0.0645, -0.0519, -0.0637, -0.0566, -0.0882, -0.2313, -0.1984, -0.2567, -0.0781, -0.2649, -0.0664, 0.0679, 0.0632, 0.0578, 0.1111, 0.0635, 0.1074, 0.1058, 0.0687, 0.0632, 0.0758, 0.1109, 0.1012, 0.0769, 0.0704, 0.0639],
  "homo_lumo_gap_ev": 6.19,
  "relative_energy_kcal_mol": 0.0,
  "charge": -2,
  "max_force_ev_per_a": 1.04
}